A molecular structure, C58H83AsNO4Si2Ti in a non-equilibrium geometry. Source: OMol25; level of theory: ωB97M-V with the def2-TZVPD basis set.

Last column: Löwdin spin population.
Geometry (Å):
Ti  -0.168  0.370  0.790  0.90
C  0.891  4.058  -0.674  0.00
O  0.132  2.866  -0.522  0.01
C  -0.834  2.757  -1.504  0.00
C  -0.468  2.282  -2.754  0.00
C  0.900  1.658  -2.943  0.00
C  0.732  0.179  -3.168  0.00
C  0.755  -0.298  -4.473  0.00
C  0.484  -1.622  -4.794  0.00
C  0.165  -2.459  -3.733  0.00
C  0.125  -2.028  -2.409  0.00
C  -0.376  -3.007  -1.376  0.00
C  -1.853  -2.772  -1.127  0.00
C  -2.796  -2.836  -2.149  0.00
C  -4.129  -2.508  -1.936  0.00
C  -4.485  -2.009  -0.682  0.00
C  -3.574  -1.924  0.358  0.00
C  -3.916  -1.240  1.663  0.00
C  -4.210  0.218  1.404  0.00
C  -5.536  0.628  1.390  0.00
C  -5.931  1.917  1.048  0.00
C  -4.924  2.806  0.705  0.00
C  -3.578  2.447  0.701  0.00
C  -2.561  3.447  0.209  0.00
C  -2.141  3.129  -1.210  0.00
C  -3.053  3.150  -2.255  0.00
C  -2.701  2.791  -3.556  0.00
C  -1.413  2.317  -3.773  0.00
C  -3.715  2.965  -4.686  0.00
C  -3.189  2.431  -6.018  0.00
C  -4.012  4.464  -4.844  0.00
C  -5.016  2.224  -4.359  0.00
C  -3.214  1.150  1.075  0.00
O  -1.900  0.823  1.095  0.00
C  -7.413  2.286  1.046  0.00
C  -8.163  1.378  0.060  0.00
C  -7.989  2.091  2.454  0.00
C  -7.644  3.737  0.627  0.00
C  -2.290  -2.400  0.133  0.00
O  -1.419  -2.489  1.204  0.01
C  -1.445  -3.782  1.797  0.00
C  -5.204  -2.687  -3.007  0.00
C  -6.199  -3.752  -2.526  0.00
C  -5.949  -1.367  -3.239  0.00
C  -4.614  -3.140  -4.342  0.00
C  0.431  -0.694  -2.116  0.00
O  0.429  -0.242  -0.834  0.00
C  0.429  -2.112  -6.240  0.00
C  -1.019  -1.986  -6.736  0.00
C  0.863  -3.578  -6.350  0.00
C  1.338  -1.279  -7.148  0.00
H  0.241  4.935  -0.623  0.00
H  1.418  4.059  -1.632  0.00
H  1.603  4.081  0.146  0.00
H  1.508  1.848  -2.060  0.00
H  1.406  2.091  -3.808  0.00
H  0.997  0.412  -5.253  0.00
H  -0.074  -3.498  -3.920  0.00
H  0.161  -2.910  -0.432  0.00
H  -0.206  -4.016  -1.756  0.00
H  -2.461  -3.134  -3.133  0.00
H  -5.493  -1.651  -0.509  0.00
H  -3.094  -1.366  2.369  0.00
H  -4.808  -1.691  2.104  0.00
H  -6.288  -0.110  1.648  0.00
H  -5.167  3.820  0.417  0.00
H  -1.680  3.462  0.853  0.00
H  -3.019  4.439  0.242  0.00
H  -4.069  3.458  -2.036  0.00
H  -1.122  1.955  -4.750  0.00
H  -2.311  2.983  -6.358  0.00
H  -3.962  2.534  -6.781  0.00
H  -2.925  1.374  -5.951  0.00
H  -3.090  5.027  -5.000  0.00
H  -4.504  4.863  -3.956  0.00
H  -4.668  4.633  -5.700  0.00
H  -4.837  1.150  -4.312  0.00
H  -5.762  2.412  -5.134  0.00
H  -5.438  2.535  -3.405  0.00
H  -8.039  0.325  0.312  0.00
H  -7.794  1.525  -0.956  0.00
H  -9.231  1.603  0.074  0.00
H  -7.908  1.054  2.778  0.00
H  -9.046  2.367  2.473  0.00
H  -7.459  2.711  3.178  0.00
H  -7.260  3.932  -0.376  0.00
H  -7.171  4.436  1.318  0.00
H  -8.714  3.947  0.619  0.00
H  -1.096  -4.539  1.086  0.00
H  -2.458  -4.039  2.120  0.00
H  -0.779  -3.757  2.659  0.00
H  -6.735  -3.418  -1.637  0.00
H  -5.684  -4.682  -2.279  0.00
H  -6.934  -3.963  -3.305  0.00
H  -6.399  -0.984  -2.324  0.00
H  -6.747  -1.506  -3.971  0.00
H  -5.266  -0.607  -3.618  0.00
H  -4.129  -4.114  -4.261  0.00
H  -3.885  -2.423  -4.723  0.00
H  -5.412  -3.226  -5.081  0.00
H  -1.695  -2.566  -6.105  0.00
H  -1.109  -2.351  -7.762  0.00
H  -1.346  -0.945  -6.711  0.00
H  0.152  -4.252  -5.873  0.00
H  1.841  -3.736  -5.895  0.00
H  0.924  -3.866  -7.401  0.00
H  0.999  -0.246  -7.228  0.00
H  1.335  -1.698  -8.156  0.00
H  2.366  -1.273  -6.784  0.00
C  2.210  -3.482  5.196  0.00
C  1.634  -2.622  4.110  0.02
C  0.518  -1.818  4.328  0.00
C  0.042  -1.014  3.314  0.02
N  0.598  -0.992  2.091  0.00
C  1.653  -1.782  1.861  0.02
C  2.199  -2.595  2.838  0.00
H  1.671  -3.353  6.133  0.00
H  3.258  -3.231  5.367  0.00
H  2.168  -4.537  4.918  0.00
H  0.029  -1.793  5.293  0.00
H  -0.805  -0.357  3.472  0.00
H  2.075  -1.740  0.862  0.00
H  3.066  -3.196  2.598  0.00
C  3.922  3.914  1.740  0.00
Si  3.329  2.128  1.896  0.00
C  4.369  1.323  3.243  0.00
C  3.716  1.231  0.271  0.00
As  1.096  1.883  2.469  0.00
Si  0.329  3.904  3.293  0.00
C  0.255  5.518  2.320  0.00
C  1.372  4.292  4.814  0.00
C  -1.433  3.512  3.848  0.00
H  4.987  3.948  1.987  0.00
H  3.406  4.590  2.420  0.00
H  3.802  4.300  0.728  0.00
H  5.438  1.386  3.021  0.00
H  4.098  0.272  3.356  0.00
H  4.185  1.809  4.203  0.00
H  4.543  0.532  0.415  0.00
H  4.014  1.938  -0.506  0.00
H  2.865  0.670  -0.120  0.00
H  1.217  5.810  1.900  0.00
H  -0.047  6.290  3.034  0.00
H  -0.480  5.501  1.517  0.00
H  2.352  4.688  4.544  0.00
H  1.528  3.390  5.406  0.00
H  0.875  5.038  5.440  0.00
H  -1.912  2.786  3.189  0.00
H  -2.061  4.405  3.873  0.00
H  -1.415  3.083  4.852  0.00

Summary:
**Energy above the lowest of the compared OMol25 structures with the same formula, charge and spin**: 11.8 kcal per mole
**2S+1**: 2
**HOMO level (spin up / spin down)**: -0.2336 / -0.2400 Eh
**<S²>**: 0.756
**Net charge**: 0
**Orbital gap (spin up / spin down)**: 6.7 / 6.7 eV

11 unconnected molecules or ions with the total composition C59H105N3O19 in a non-equilibrium geometry. Source: OMol25; level of theory: ωB97M-V with the def2-TZVPD basis set.

Last column: Löwdin charge in e.
Geometry (Å):
C  2.067  -1.942  1.273  -0.03
C  3.538  -1.781  1.557  -0.52
C  4.204  -3.155  1.437  -0.01
C  4.093  -0.705  0.643  -0.13
C  5.488  -0.173  1.028  -0.16
C  5.478  0.272  2.484  -0.14
C  4.896  -0.739  3.472  -0.49
C  5.911  -1.929  3.851  -0.01
C  4.601  0.057  4.741  -0.03
N  3.604  -1.204  2.899  -0.06
O  3.009  -2.103  3.826  -0.06
H  1.810  -2.431  0.300  0.10
H  1.571  -2.468  2.085  0.08
H  1.582  -0.986  1.154  0.06
H  3.834  -3.757  0.587  0.09
H  5.321  -3.114  1.361  0.08
H  3.914  -3.791  2.274  0.08
H  4.053  -1.079  -0.369  0.09
H  3.341  0.093  0.676  0.10
H  6.228  -0.982  0.846  0.11
H  5.761  0.653  0.343  0.11
H  4.896  1.172  2.477  0.10
H  6.531  0.466  2.793  0.13
H  5.500  -2.655  4.632  0.10
H  6.774  -1.474  4.295  0.06
H  6.251  -2.461  2.957  0.05
H  5.560  0.492  5.062  0.10
H  4.086  -0.561  5.515  0.09
H  3.839  0.779  4.412  0.08
H  3.572  -2.844  3.907  0.05
C  -0.490  6.514  1.542  -0.05
C  -0.694  5.134  0.980  -0.50
C  -2.066  4.606  1.490  -0.02
C  -0.696  5.070  -0.557  -0.14
C  0.609  5.375  -1.287  -0.15
C  1.573  4.338  -0.672  -0.14
C  1.745  4.391  0.853  -0.49
C  2.580  3.147  1.233  -0.04
C  2.479  5.694  1.401  -0.02
N  0.392  4.156  1.430  -0.07
O  0.501  4.205  2.889  -0.06
H  0.452  6.998  1.190  0.07
H  -1.369  7.186  1.326  0.11
H  -0.358  6.420  2.624  0.08
H  -2.241  4.909  2.519  0.09
H  -2.801  4.887  0.762  0.07
H  -1.900  3.504  1.505  0.06
H  -0.987  4.029  -0.840  0.11
H  -1.481  5.753  -0.904  0.12
H  0.574  5.276  -2.361  0.11
H  0.999  6.388  -1.071  0.11
H  2.591  4.458  -1.163  0.15
H  1.177  3.380  -0.784  0.07
H  3.578  3.206  0.820  0.07
H  2.088  2.312  0.700  0.06
H  2.586  2.937  2.310  0.08
H  2.177  5.822  2.429  0.07
H  2.239  6.538  0.776  0.04
H  3.604  5.518  1.381  0.10
H  0.006  3.372  3.146  0.07
C  5.228  -1.806  -5.027  -0.04
C  5.075  -1.301  -3.596  -0.52
C  5.939  -2.093  -2.624  -0.02
C  5.535  0.166  -3.685  -0.14
C  4.564  1.076  -4.444  -0.17
C  3.246  0.975  -3.719  -0.13
C  2.688  -0.458  -3.579  -0.53
C  1.654  -0.311  -2.566  -0.05
C  2.065  -0.792  -4.968  0.01
N  3.705  -1.350  -3.019  -0.06
O  3.142  -2.652  -3.118  -0.05
H  5.021  -1.080  -5.856  0.08
H  6.264  -2.240  -5.201  0.11
H  4.569  -2.674  -5.296  0.08
H  5.881  -1.643  -1.643  0.06
H  5.559  -3.170  -2.563  0.12
H  6.942  -2.056  -2.912  0.06
H  5.710  0.576  -2.670  0.12
H  6.491  0.095  -4.255  0.13
H  5.007  2.106  -4.468  0.13
H  4.552  0.636  -5.400  0.06
H  2.354  1.493  -4.221  0.14
H  3.463  1.433  -2.800  0.10
H  1.198  -1.276  -2.315  0.09
H  0.868  0.434  -2.837  0.09
H  2.077  -0.015  -1.577  0.09
H  1.229  -0.102  -5.048  0.07
H  1.713  -1.797  -4.921  0.04
H  2.820  -0.727  -5.851  0.11
H  3.212  -2.996  -4.016  0.07
O  -2.374  -3.530  3.762  0.14
C  -2.033  -3.719  2.646  -0.43
C  -2.899  -3.777  1.325  -0.04
C  -1.926  -4.425  0.288  -0.13
C  -0.571  -4.122  0.927  -0.20
O  -0.706  -3.826  2.291  0.00
H  -3.736  -4.441  1.543  0.12
H  -3.243  -2.822  0.985  0.08
H  -2.088  -5.568  0.266  0.14
H  -2.080  -4.084  -0.758  0.09
H  0.130  -4.952  0.831  0.13
H  -0.174  -3.249  0.409  0.09
O  -0.702  1.941  7.604  0.13
C  -1.707  1.680  7.036  -0.53
C  -2.834  2.644  6.866  -0.07
C  -3.734  1.990  5.874  -0.13
C  -3.324  0.477  5.911  -0.08
O  -1.984  0.573  6.378  0.02
H  -3.383  2.874  7.763  0.13
H  -2.378  3.568  6.506  0.14
H  -4.753  2.112  6.170  0.11
H  -3.561  2.326  4.893  0.09
H  -3.981  -0.060  6.581  0.13
H  -3.287  0.114  4.917  0.10
O  -5.038  -2.162  -0.546  0.07
C  -5.641  -2.682  -1.493  -0.43
C  -5.718  -4.150  -1.888  -0.07
C  -6.905  -4.192  -2.898  -0.13
C  -6.894  -2.752  -3.387  -0.19
O  -6.331  -1.974  -2.380  0.04
H  -4.844  -4.492  -2.345  0.07
H  -5.815  -4.735  -0.925  0.14
H  -6.730  -4.933  -3.711  0.13
H  -7.753  -4.445  -2.267  0.11
H  -6.224  -2.746  -4.277  0.12
H  -7.897  -2.375  -3.588  0.13
O  -1.091  1.866  3.458  0.10
C  -0.616  0.906  3.962  -0.46
C  0.655  0.980  4.894  -0.03
C  0.879  -0.495  5.275  -0.11
C  -0.269  -1.332  4.644  -0.09
O  -1.059  -0.355  3.897  0.00
H  1.430  1.410  4.332  0.09
H  0.417  1.527  5.786  0.09
H  1.880  -0.904  5.034  0.08
H  0.681  -0.525  6.355  0.11
H  0.121  -2.021  3.945  0.08
H  -0.975  -1.804  5.323  0.12
O  -7.596  1.594  3.195  0.11
C  -6.692  1.201  2.492  -0.45
C  -6.695  0.627  1.124  -0.09
C  -5.312  0.976  0.536  -0.13
C  -4.463  0.996  1.875  -0.13
O  -5.382  1.459  2.918  -0.01
H  -6.660  -0.494  1.156  0.14
H  -7.578  0.975  0.552  0.14
H  -4.975  0.298  -0.238  0.08
H  -5.372  1.978  0.025  0.13
H  -4.046  -0.022  2.133  0.13
H  -3.715  1.715  1.887  0.07
O  -0.477  1.875  -4.155  0.09
C  -1.563  1.515  -4.505  -0.50
C  -1.929  0.346  -5.479  -0.07
C  -3.418  0.223  -5.348  -0.17
C  -3.819  1.598  -4.936  -0.15
O  -2.702  2.114  -4.211  0.02
H  -1.461  0.540  -6.449  0.13
H  -1.397  -0.537  -5.107  0.08
H  -3.894  -0.061  -6.287  0.12
H  -3.685  -0.472  -4.560  0.11
H  -4.011  2.280  -5.808  0.14
H  -4.658  1.689  -4.147  0.16
O  -4.238  -3.862  -4.646  0.12
C  -3.055  -3.725  -4.635  -0.47
C  -2.119  -3.745  -3.429  -0.07
C  -0.873  -3.121  -4.061  -0.17
C  -0.877  -3.689  -5.450  -0.11
O  -2.330  -3.587  -5.767  0.02
H  -2.502  -3.282  -2.587  0.07
H  -1.900  -4.787  -3.165  0.14
H  -0.931  -2.004  -4.120  0.09
H  0.076  -3.446  -3.517  0.14
H  -0.292  -3.116  -6.140  0.11
H  -0.629  -4.735  -5.504  0.12
O  -2.093  -0.485  -2.529  0.12
C  -1.620  -0.124  -1.496  -0.50
C  -1.380  1.280  -1.042  -0.05
C  -0.500  1.108  0.226  -0.11
C  -1.036  -0.255  0.706  -0.11
O  -1.214  -1.010  -0.565  0.01
H  -0.968  1.922  -1.832  0.10
H  -2.428  1.637  -0.848  0.15
H  0.554  0.906  -0.013  0.09
H  -0.546  1.832  1.037  0.08
H  -0.484  -0.962  1.305  0.09
H  -2.005  -0.127  1.199  0.10

Summary:
**HOMO level**: -0.3071 Eh
**SMILES**: CC1(C)CCCC(C)(C)N1O.CC1(C)CCCC(C)(C)N1O.CC1(C)CCCC(C)(C)N1O.O=C1CCCO1.O=C1CCCO1.O=C1CCCO1.O=C1CCCO1.O=C1CCCO1.O=C1CCCO1.O=C1CCCO1.O=C1CCCO1
**Net charge**: 0
**Orbital gap**: 8.6 eV

no.,total energy (Eh)
1,-6280.06317
2,-3904.83717